# C2H6N2O2

An isolated molecule of C2H6N2O2 (the ωB97M-V functional and the def2-TZVPD basis, OMol25).

Properties
Energy relative to the best compared isomer or geometry (same formula, charge and spin) in kcal/mol: 87.6
LUMO energy in eV: 1.0
Calculated total energy in Ha: -339.69310
Net charge: 0
E_HOMO in eV: -9.55
Frontier orbital gap in eV: 10.5437
SMILES: CNN(O)C=O

Each line ends with the natural charge from an NBO analysis.
Cartesian coordinates (Å):
C  -0.1420  -0.5782  1.6614  -0.409
N  -0.3172  0.1744  0.4428  -0.489
N  0.3734  -0.3593  -0.7172  -0.073
O  -0.4615  -0.9272  -1.6758  -0.563
C  0.8091  0.9431  -1.0931  0.535
O  0.3634  1.5274  -2.0496  -0.583
H  0.9249  -0.6666  1.8555  0.205
H  -0.5763  -1.5816  1.6168  0.185
H  -0.6066  -0.0169  2.4696  0.206
H  -1.2869  0.3944  0.2331  0.368
H  -0.7118  -0.1927  -2.2883  0.474
H  1.6317  1.2831  -0.4551  0.146

Cartesian forces, eV/Å:
0.00 -0.41 -0.07
-0.25 -0.27 0.03
-0.21 0.64 0.86
-0.38 0.25 -0.17
0.51 0.08 -1.32
0.16 -0.11 0.31
-0.03 -0.01 0.11
0.01 -0.03 0.02
0.02 -0.01 0.06
0.17 -0.08 -0.26
0.20 -0.23 0.44
-0.21 0.19 -0.02



# C6H10O

An isolated molecule of C6H10O (the ωB97M-V functional and the def2-TZVPD basis, OMol25).

Properties
Energy relative to the best compared isomer or geometry (same formula, charge and spin) in kcal/mol: 20.4
LUMO energy in eV: 1.0
Calculated total energy in Ha: -309.80978
Net charge: 0
E_HOMO in eV: -8.90
Frontier orbital gap in eV: 9.8813
SMILES: CC1=CCC[C@H]1O

Each line ends with the natural charge from an NBO analysis.
Cartesian coordinates (Å):
C  -0.7365  -0.5720  2.0581  -0.632
C  -0.3921  -0.2405  0.6225  -0.040
C  -1.0837  0.6221  -0.1202  -0.169
C  -0.5595  0.8642  -1.5089  -0.446
C  0.8080  0.1655  -1.5219  -0.413
C  0.8278  -0.7145  -0.1376  0.050
O  1.9904  -0.6836  0.6592  -0.699
H  0.0574  -0.2860  2.7605  0.217
H  -0.9169  -1.6417  2.2066  0.221
H  -1.6441  -0.0318  2.3587  0.216
H  -1.9943  1.0936  0.2300  0.200
H  -0.4956  1.9306  -1.7457  0.210
H  -1.2503  0.4265  -2.2451  0.209
H  0.9391  -0.3849  -2.4869  0.205
H  1.6654  0.8252  -1.4425  0.207
H  0.7958  -1.5534  -0.7878  0.201
H  1.9890  0.1805  1.1009  0.463

Cartesian forces, eV/Å:
0.08 -0.09 -0.14
-0.19 0.17 -0.42
-0.20 0.06 0.07
-0.05 0.19 0.09
0.20 0.42 0.72
-0.16 1.29 -1.85
0.00 0.26 -0.39
-0.06 -0.08 -0.24
0.07 0.08 -0.08
0.22 -0.13 -0.14
-0.03 0.06 0.01
-0.08 -0.03 0.03
0.22 0.05 0.09
0.04 -0.09 1.12
-0.01 0.56 -0.13
-0.19 -2.43 1.37
0.13 -0.28 -0.13